[1]
This record from the Open Molecules 2025 dataset describes a cluster of 7 separate species, C25H67O20P3 in total. The level of theory is wB97M-V/def2-TZVPD.

XYZ file:
```
115
Properties=species:S:1:pos:R:3
C -9.54 2.30 2.73
O -8.26 2.35 3.35
P -7.28 1.13 3.16
O -7.92 -0.17 3.05
O -6.40 1.53 1.89
C -6.25 0.62 0.78
O -6.31 1.32 4.37
C -5.31 2.37 4.38
H -10.06 1.37 2.99
H -9.50 2.31 1.64
H -10.13 3.12 3.13
H -6.57 1.16 -0.10
H -6.82 -0.30 0.90
H -5.22 0.26 0.77
H -4.60 2.19 3.58
H -4.80 2.27 5.34
H -5.81 3.34 4.38
C 2.21 -4.09 -8.58
O 1.50 -3.51 -7.48
P 1.33 -1.95 -7.34
O 2.36 -1.15 -7.98
O 1.20 -1.72 -5.79
C 1.05 -2.76 -4.81
O -0.14 -1.75 -7.89
C -0.46 -0.55 -8.60
H 2.18 -3.44 -9.46
H 1.77 -5.06 -8.77
H 3.26 -4.21 -8.31
H 0.24 -2.46 -4.14
H 1.97 -2.83 -4.23
H 0.71 -3.68 -5.27
H 0.32 0.20 -8.51
H -1.41 -0.18 -8.21
H -0.64 -0.78 -9.66
C 5.32 -1.91 2.31
O 4.89 -0.60 2.61
P 5.12 0.66 1.70
O 5.45 1.88 2.40
O 3.78 0.71 0.86
C 3.74 1.18 -0.50
O 6.21 0.19 0.63
C 7.46 0.87 0.52
H 4.96 -2.56 3.12
H 6.40 -2.00 2.22
H 4.85 -2.32 1.41
H 4.13 2.20 -0.57
H 2.70 1.11 -0.79
H 4.37 0.55 -1.13
H 8.24 0.15 0.75
H 7.50 1.74 1.17
H 7.58 1.21 -0.51
C 1.54 -1.87 -0.92
O 0.87 -0.64 -0.80
C 0.63 -0.02 -2.01
C -0.46 1.03 -1.92
O -1.71 0.45 -1.67
C -2.69 1.41 -1.35
H 2.44 -1.74 -1.54
H 0.86 -2.61 -1.37
H 1.81 -2.23 0.07
H 0.38 -0.63 -2.89
H 1.50 0.57 -2.37
H -0.47 1.53 -2.90
H -0.24 1.79 -1.16
H -2.60 2.28 -2.00
H -2.64 1.69 -0.29
H -3.66 0.92 -1.46
C 1.86 1.50 4.44
O 0.62 1.31 5.11
C 0.19 -0.02 4.96
C -1.30 -0.19 5.13
O -2.09 0.44 4.14
C -2.03 -0.17 2.89
H 1.78 1.17 3.40
H 2.65 0.96 4.97
H 2.03 2.57 4.38
H 0.72 -0.62 5.72
H 0.45 -0.47 3.99
H -1.66 0.14 6.10
H -1.49 -1.28 5.04
H -2.43 -1.19 2.89
H -1.01 -0.24 2.49
H -2.59 0.42 2.16
C 0.16 5.40 -5.60
O 1.00 5.32 -4.45
C 0.65 4.32 -3.52
C -0.42 4.77 -2.55
O -1.72 4.72 -3.08
C -2.66 5.27 -2.20
H 0.17 4.45 -6.13
H 0.65 6.13 -6.24
H -0.82 5.78 -5.32
H 1.52 4.21 -2.86
H 0.45 3.37 -4.03
H -0.13 5.81 -2.33
H -0.39 4.17 -1.63
H -2.33 6.23 -1.81
H -2.86 4.62 -1.33
H -3.62 5.38 -2.71
C 1.38 -3.85 2.80
O 1.11 -3.58 4.15
C 2.22 -3.69 5.00
C 2.85 -5.09 4.99
O 1.91 -6.14 4.87
C 1.16 -6.32 6.03
H 1.70 -4.89 2.66
H 2.20 -3.18 2.47
H 0.49 -3.68 2.19
H 1.83 -3.46 5.99
H 3.00 -2.97 4.71
H 3.47 -5.27 5.88
H 3.53 -5.19 4.14
H 0.35 -7.02 5.86
H 0.69 -5.41 6.41
H 1.78 -6.74 6.84
```

Charge ... 0
Lowest unoccupied orbital energy ... 0.4 eV
SMILES string ... COP(=O)(OC)OC.COP(=O)(OC)OC.COP(=O)(OC)OC.COCCOC.COCCOC.COCCOC.COCCOC
Orbital gap ... 9.8673 eV


[2]
This record from the Open Molecules 2025 dataset describes a cluster of 6 separate species, C25H68B2NO8P2 in total. The level of theory is wB97M-V/def2-TZVPD.

XYZ file:
```
106
Properties=species:S:1:pos:R:3
C 7.84 -0.39 0.15
C 7.08 -0.27 -1.16
O 6.28 0.94 -1.16
B 4.97 0.91 -1.47
O 4.40 0.37 -2.57
P 3.73 1.80 -0.23
B 3.20 3.61 -0.88
N 2.06 4.26 -0.32
O 3.90 4.16 -1.89
P 1.90 0.67 0.34
C 2.49 -0.02 1.93
C 1.92 -0.81 -0.77
C 0.84 -0.72 -1.85
H 7.40 0.27 0.90
H 8.89 -0.10 0.03
H 7.82 -1.41 0.53
H 6.42 -1.14 -1.31
H 7.75 -0.23 -2.01
H 5.04 0.20 -3.28
H 4.46 2.02 0.95
H 1.32 3.60 -0.07
H 2.26 4.80 0.51
H 4.80 3.84 -2.04
H 2.76 0.77 2.62
H 1.63 -0.55 2.35
H 3.30 -0.75 1.81
H 1.72 -1.64 -0.08
H 2.90 -1.00 -1.20
H 0.81 -1.68 -2.38
H 1.03 0.07 -2.57
H -0.13 -0.57 -1.38
C -2.93 2.34 -1.96
C -2.25 2.44 -0.61
O -1.06 3.22 -0.61
C -1.21 4.59 -0.99
C -2.12 5.40 -0.09
H -2.24 1.94 -2.71
H -3.80 1.69 -1.90
H -3.28 3.31 -2.32
H -1.93 1.45 -0.28
H -2.95 2.81 0.15
H -1.54 4.67 -2.03
H -0.20 4.98 -0.94
H -3.16 5.06 -0.12
H -2.11 6.45 -0.40
H -1.79 5.35 0.95
C -3.33 1.95 -6.39
C -3.78 0.80 -5.51
O -4.81 1.14 -4.60
C -6.03 1.59 -5.18
C -6.69 0.58 -6.10
H -3.00 2.79 -5.79
H -2.50 1.62 -7.02
H -4.12 2.29 -7.06
H -2.95 0.47 -4.87
H -4.07 -0.06 -6.12
H -5.88 2.54 -5.70
H -6.68 1.80 -4.32
H -6.09 0.36 -6.97
H -7.65 0.98 -6.45
H -6.88 -0.35 -5.57
C 1.25 -0.98 6.83
C 2.19 0.07 6.25
O 1.66 0.76 5.13
C 0.46 1.49 5.35
C 0.57 2.57 6.41
H 0.98 -1.71 6.07
H 1.75 -1.51 7.64
H 0.34 -0.54 7.23
H 3.10 -0.41 5.88
H 2.50 0.77 7.03
H -0.36 0.80 5.60
H 0.22 1.93 4.39
H 0.79 2.16 7.40
H -0.37 3.11 6.48
H 1.36 3.28 6.16
C 3.40 -5.22 0.73
C 3.22 -4.14 1.79
O 1.96 -3.49 1.75
C 0.83 -4.33 1.94
C 0.81 -5.04 3.28
H 3.25 -4.81 -0.27
H 4.41 -5.63 0.79
H 2.71 -6.05 0.87
H 3.95 -3.34 1.63
H 3.41 -4.55 2.79
H 0.74 -5.05 1.12
H -0.03 -3.66 1.87
H 1.64 -5.74 3.39
H -0.11 -5.62 3.38
H 0.85 -4.32 4.10
C -5.75 -1.97 -1.05
C -5.09 -3.22 -0.50
O -3.77 -3.44 -0.97
C -2.83 -2.44 -0.69
C -2.63 -2.15 0.80
H -5.76 -1.98 -2.14
H -6.78 -1.90 -0.69
H -5.23 -1.06 -0.73
H -5.65 -4.10 -0.82
H -5.12 -3.21 0.60
H -3.07 -1.51 -1.22
H -1.89 -2.81 -1.11
H -3.53 -1.77 1.27
H -1.83 -1.41 0.93
H -2.33 -3.07 1.31
```

Charge ... +1
Lowest unoccupied orbital energy ... -2.9 eV
Orbital gap ... 8.2224 eV


[3]
This record from the Open Molecules 2025 dataset describes a cluster of 9 separate species, C25H68O23S9 in total. The level of theory is wB97M-V/def2-TZVPD.

XYZ file:
```
125
Properties=species:S:1:pos:R:3
O -0.94 -2.03 1.18
S -0.95 -2.48 2.55
O -0.16 -1.86 3.53
O -2.36 -2.31 3.05
C -3.51 -2.77 2.33
C -4.63 -1.98 2.81
C -0.84 -4.26 2.59
H -3.67 -3.80 2.44
H -3.39 -2.57 1.27
H -4.76 -1.09 2.30
H -4.53 -1.88 3.89
H -5.60 -2.58 2.71
H -1.56 -4.56 1.84
H -1.00 -4.74 3.56
H 0.18 -4.55 2.30
O 3.05 2.42 2.99
S 2.34 1.22 2.69
O 1.68 1.15 1.45
O 3.29 0.02 2.94
C 3.41 -1.23 2.24
C 3.92 -2.29 3.26
C 1.16 0.99 3.97
H 4.09 -1.06 1.36
H 2.44 -1.54 1.89
H 3.17 -2.50 4.02
H 4.85 -2.01 3.68
H 4.14 -3.25 2.73
H 1.80 1.16 4.92
H 0.71 -0.02 3.90
H 0.40 1.76 3.86
O 2.71 6.65 0.00
S 1.49 6.27 0.65
O 0.94 7.17 1.65
O 0.32 5.98 -0.37
C -1.05 6.06 0.05
C -1.97 5.50 -1.02
C 1.62 4.69 1.43
H -1.27 7.03 0.39
H -1.23 5.46 0.94
H -1.71 5.98 -1.97
H -2.98 5.84 -0.87
H -1.92 4.39 -1.15
H 2.28 4.76 2.23
H 1.91 3.94 0.76
H 0.69 4.43 1.95
O -2.56 -4.77 -0.09
S -2.73 -4.11 -1.32
O -3.07 -4.87 -2.47
O -3.86 -2.95 -1.06
C -4.63 -2.54 -2.22
C -5.63 -1.52 -1.75
C -1.33 -3.14 -1.72
H -5.28 -3.35 -2.64
H -3.94 -2.12 -2.94
H -6.38 -2.11 -1.26
H -6.09 -0.96 -2.54
H -5.30 -0.78 -1.02
H -0.52 -3.89 -1.94
H -1.05 -2.48 -0.90
H -1.62 -2.57 -2.59
O 1.94 -3.60 -4.09
S 2.52 -2.32 -4.48
O 3.37 -2.16 -5.61
O 1.30 -1.29 -4.55
C 1.53 0.01 -5.23
C 0.14 0.59 -5.40
C 3.40 -1.83 -3.06
H 2.02 -0.13 -6.21
H 2.20 0.57 -4.57
H -0.22 0.67 -4.40
H -0.32 -0.24 -5.93
H 0.14 1.50 -5.97
H 4.40 -2.23 -3.12
H 2.89 -2.23 -2.30
H 3.41 -0.73 -3.10
O 3.33 -5.00 -0.65
S 2.97 -6.38 -0.87
O 3.54 -7.41 -0.10
O 1.33 -6.37 -0.73
C 0.70 -7.66 -0.48
C -0.78 -7.38 -0.26
C 3.21 -6.87 -2.51
H 1.13 -8.06 0.44
H 0.77 -8.34 -1.29
H -1.41 -6.94 -1.08
H -0.68 -6.53 0.43
H -1.29 -8.27 0.07
H 3.05 -6.04 -3.22
H 2.59 -7.71 -2.77
H 4.24 -7.17 -2.39
O -4.16 2.62 0.37
S -3.15 1.66 0.66
O -3.40 0.24 0.62
O -1.93 1.91 -0.29
C -0.73 1.02 -0.23
C 0.38 1.69 -0.98
C -2.57 2.06 2.34
H -1.06 0.12 -0.67
H -0.36 0.92 0.80
H 1.25 0.97 -0.90
H 0.65 2.61 -0.56
H 0.14 1.79 -1.99
H -3.45 2.11 2.95
H -1.99 2.93 2.33
H -1.92 1.24 2.59
C 2.34 6.16 -4.85
S 1.98 4.44 -4.50
O 3.07 3.69 -5.20
C 2.22 4.32 -2.82
H 1.69 6.83 -4.31
H 2.14 6.32 -5.87
H 3.42 6.37 -4.56
H 1.53 5.08 -2.40
H 3.25 4.40 -2.57
H 1.97 3.30 -2.55
C -0.19 4.18 6.38
S 0.42 4.56 4.65
O -0.47 3.97 3.66
C 0.00 6.34 4.67
H -1.20 4.68 6.55
H 0.60 4.64 7.03
H -0.28 3.09 6.60
H 0.36 6.70 3.71
H 0.52 6.83 5.48
H -1.07 6.39 4.84
```

Charge ... 0
Lowest unoccupied orbital energy ... 0.3 eV
Orbital gap ... 9.0056 eV


[4]
This record from the Open Molecules 2025 dataset describes a cluster of 9 separate species, C25H68O9 in total. The level of theory is wB97M-V/def2-TZVPD.

XYZ file:
```
102
Properties=species:S:1:pos:R:3
C -5.57 0.39 0.55
C -6.53 -0.62 1.22
O -5.93 -1.92 1.01
H -5.91 1.40 0.81
H -5.78 0.17 -0.50
H -4.57 0.18 0.92
H -7.47 -0.52 0.68
H -6.59 -0.46 2.30
H -6.67 -2.53 0.93
C 2.78 -1.98 4.39
C 3.11 -1.51 5.88
O 4.14 -2.33 6.26
H 3.59 -1.75 3.69
H 1.87 -1.43 4.16
H 2.81 -3.06 4.27
H 2.23 -1.68 6.50
H 3.42 -0.47 5.94
H 3.97 -3.16 5.81
C 0.68 -0.13 0.34
C -0.46 0.05 1.34
C -0.23 1.11 2.45
O -1.61 0.49 0.62
H 1.63 -0.33 0.84
H 0.80 0.78 -0.26
H 0.50 -0.90 -0.41
H -0.78 -0.89 1.80
H -0.07 2.12 2.06
H 0.59 0.83 3.10
H -1.07 1.24 3.14
H -1.94 -0.30 0.20
C -3.92 -2.42 -1.74
C -4.01 -3.80 -1.07
C -2.97 -4.78 -1.55
O -3.89 -3.60 0.28
H -4.16 -2.45 -2.80
H -2.91 -2.07 -1.52
H -4.62 -1.77 -1.23
H -4.97 -4.19 -1.41
H -3.35 -5.79 -1.37
H -2.00 -4.58 -1.10
H -2.84 -4.56 -2.61
H -4.67 -3.12 0.54
C 2.34 -0.89 -5.03
C 1.42 -0.06 -4.13
C 2.16 0.86 -3.16
O 0.75 0.79 -5.00
H 3.02 -1.54 -4.48
H 2.91 -0.19 -5.64
H 1.73 -1.55 -5.64
H 0.65 -0.60 -3.58
H 2.83 1.49 -3.74
H 2.75 0.28 -2.46
H 1.49 1.53 -2.62
H 0.11 0.21 -5.42
C -3.76 2.90 -1.48
C -2.36 2.41 -1.79
C -1.68 2.91 -3.10
O -1.54 2.85 -0.74
H -3.95 3.93 -1.78
H -4.04 2.75 -0.43
H -4.50 2.23 -1.91
H -2.43 1.33 -1.89
H -0.71 2.46 -3.28
H -1.63 4.00 -3.11
H -2.21 2.58 -3.99
H -1.58 2.18 -0.05
C -1.43 5.63 1.13
C -1.06 6.33 -0.19
C 0.00 7.45 -0.02
O -0.40 5.38 -1.02
H -2.46 5.28 1.08
H -1.35 6.29 1.99
H -0.82 4.73 1.20
H -1.90 6.69 -0.78
H 0.59 7.64 -0.92
H 0.65 7.29 0.84
H -0.52 8.38 0.22
H -1.03 4.68 -1.23
C 2.63 -4.13 -1.22
C 3.25 -4.02 0.16
C 2.24 -4.44 1.25
O 4.30 -4.92 0.07
H 2.01 -3.24 -1.34
H 2.05 -5.03 -1.41
H 3.30 -4.03 -2.07
H 3.58 -3.00 0.39
H 2.80 -4.56 2.17
H 1.73 -5.38 1.04
H 1.48 -3.66 1.33
H 4.68 -5.14 0.93
C 3.97 0.66 0.27
C 4.40 0.26 1.68
C 5.71 -0.42 1.70
O 4.64 1.47 2.36
H 4.71 1.35 -0.14
H 3.01 1.18 0.29
H 3.96 -0.23 -0.35
H 3.63 -0.33 2.17
H 5.91 -0.81 2.70
H 6.58 0.15 1.39
H 5.72 -1.35 1.14
H 5.06 1.32 3.20
```

Charge ... +1
<S²> ... 0.75
Lowest unoccupied orbital energy (alpha / beta) ... -2.3 / -8.9 eV
Spin multiplicity ... 2
Orbital gap (alpha / beta) ... 9.1601 / 2.5981 eV